Here is a cluster of 13 separate species, C26H78O13 in total in a non-equilibrium geometry from the Open Molecules 2025 dataset. Energies are from ωB97M-V with the def2-TZVPD basis set.

```
117
Properties=species:S:1:pos:R:3:forces:R:3:lowdin_spin:R:1
C -1.8932 3.6432 -1.8623 0.2 -0.9 0.6 0.000
C -2.9435 4.7204 -1.6801 0.4 0.8 -1.3 0.000
O -3.3692 5.2604 -2.9367 -0.1 -0.1 0.3 0.000
H -2.1866 2.7069 -2.3371 -0.8 0.0 -0.1 0.000
H -1.5660 3.3535 -0.8638 0.3 -0.1 0.2 0.000
H -1.0096 3.9021 -2.4456 -0.1 0.7 0.1 0.000
H -2.4854 5.5746 -1.1816 0.1 0.0 0.1 0.000
H -3.8109 4.4531 -1.0765 0.0 -0.5 0.1 0.000
H -4.0516 4.6975 -3.3096 0.0 -0.1 -0.1 0.000
C -0.5760 -3.6073 3.3212 1.3 0.2 0.2 0.001
C 0.7373 -2.7226 3.3800 -1.6 0.0 -0.8 0.000
O 1.8207 -3.5385 3.7541 -0.4 -0.2 0.1 0.000
H -0.9269 -3.8498 4.3243 0.0 -0.1 -0.1 0.000
H -0.3259 -4.5276 2.7933 0.2 -0.1 0.3 0.000
H -1.4077 -3.2217 2.7317 0.1 0.7 0.1 0.000
H 0.6190 -1.8314 3.9963 -0.1 -0.2 0.8 0.000
H 0.8443 -2.2361 2.4104 0.4 -0.5 -0.6 0.000
H 2.6704 -3.1379 3.5562 -0.1 0.2 -0.1 0.000
C 2.6729 4.8499 0.2296 -0.7 -0.3 -0.3 0.000
C 1.2049 4.3462 0.0864 1.2 2.2 1.0 0.000
O 0.9349 3.3141 1.0235 -0.7 -1.2 -1.2 0.000
H 3.3392 3.9932 0.1285 0.2 0.1 0.0 0.000
H 2.8354 5.3533 1.1826 -0.1 -0.3 0.1 0.000
H 2.9245 5.5979 -0.5221 -0.1 -0.2 -0.2 0.000
H 0.9716 4.1798 -0.9652 -0.1 -1.1 0.3 0.000
H 0.5692 5.1847 0.3710 -0.1 0.2 -0.2 0.000
H 1.3685 3.4974 1.8602 0.5 0.6 0.3 0.000
C 3.0127 -0.2347 1.9455 -0.7 -0.4 -0.9 0.000
C 3.6184 0.9522 1.2124 1.3 0.4 1.3 0.000
O 5.0526 0.8077 1.2395 -0.3 -0.4 -0.2 0.000
H 3.2927 -1.1757 1.4720 0.3 0.0 -0.1 0.000
H 1.9300 -0.1964 1.8254 -0.2 0.2 0.1 0.000
H 3.2013 -0.3515 3.0127 0.4 0.5 -0.1 0.000
H 3.4355 1.8701 1.7710 -0.6 0.2 0.1 0.000
H 3.2661 1.1266 0.1957 -0.3 -0.5 -0.1 0.000
H 5.4479 1.5130 0.7220 0.0 0.1 0.0 0.000
C 1.9129 2.4914 -4.0058 0.7 -0.8 -0.6 0.000
C 2.3193 1.1261 -3.4194 0.2 1.2 0.4 0.000
O 1.2173 0.3025 -3.4282 -2.0 -0.4 -0.1 0.000
H 1.5083 2.3243 -5.0040 -0.2 0.0 0.0 0.000
H 2.7989 3.1092 -4.1525 -0.1 0.2 0.3 0.000
H 1.1608 3.0051 -3.4069 0.1 -0.1 0.1 0.000
H 2.6087 1.2990 -2.3829 0.4 0.0 0.3 0.000
H 3.1642 0.6524 -3.9192 0.2 0.3 -0.3 0.000
H 1.4458 -0.6298 -3.4416 0.5 -0.2 0.0 0.000
C -0.5429 -1.0763 -0.3652 0.1 -0.3 -0.4 0.006
C -0.0861 0.3546 -0.4076 -0.2 -0.8 0.1 0.000
O -0.3766 0.8755 0.9023 -0.6 -0.8 -0.1 -0.003
H -1.5724 -1.1308 -0.0112 -0.2 -0.1 0.0 0.002
H 0.0860 -1.6883 0.2814 0.0 0.0 0.1 0.000
H -0.5104 -1.5045 -1.3671 -0.1 0.0 0.0 0.001
H -0.6064 0.8918 -1.2007 0.0 0.3 0.2 0.000
H 0.9750 0.3330 -0.6557 0.1 0.5 0.3 0.000
H 0.0630 1.7230 1.0025 0.4 1.0 0.1 0.000
C 2.6799 -5.1396 0.5030 -0.4 0.4 -0.3 0.000
C 2.5848 -4.1116 -0.6217 -0.1 -1.0 0.5 0.000
O 3.8145 -4.1448 -1.3340 -0.3 0.4 0.1 0.000
H 1.8467 -4.9673 1.1844 0.0 -0.1 0.2 0.000
H 3.6109 -5.0169 1.0564 0.0 -0.2 -0.1 0.000
H 2.5721 -6.1423 0.0893 0.3 -0.1 0.2 0.000
H 2.2999 -3.1533 -0.1874 0.5 0.5 -0.1 0.000
H 1.7512 -4.3937 -1.2649 -0.1 0.0 -0.3 0.000
H 3.7367 -3.5401 -2.0755 0.1 0.1 0.0 0.000
C -3.2853 -0.9307 -2.6992 -0.4 -1.4 -0.7 0.000
C -3.6245 -1.6359 -4.0565 0.5 0.5 0.9 0.000
O -3.8378 -0.6232 -5.0137 -0.1 -0.2 -0.2 0.000
H -4.1598 -0.3731 -2.3639 0.1 0.1 0.1 0.000
H -2.4127 -0.2865 -2.8072 -0.1 0.2 -0.1 0.000
H -3.0110 -1.7061 -1.9840 -0.1 0.0 0.3 0.000
H -4.4788 -2.3112 -4.0092 -0.3 0.5 0.1 0.000
H -2.8111 -2.2904 -4.3695 0.4 0.0 0.1 0.000
H -2.9976 -0.1589 -5.0163 0.0 0.4 -0.4 0.000
C -1.1272 -5.2070 -0.1301 -0.3 0.5 -1.1 0.000
C -0.7451 -6.4412 -0.9844 0.7 0.3 2.2 0.000
O -1.0570 -7.6095 -0.1854 -0.7 -0.1 -1.5 0.000
H -0.4270 -5.0292 0.6861 -0.1 -0.1 -0.1 0.000
H -2.1519 -5.2075 0.2416 0.0 -0.9 0.3 0.000
H -1.2152 -4.2979 -0.7250 0.7 0.2 -0.3 0.000
H 0.3322 -6.4827 -1.1451 0.3 0.4 0.0 0.000
H -1.1315 -6.4117 -2.0032 -0.9 -0.6 0.4 0.000
H -0.6852 -7.5256 0.6956 0.2 0.3 -0.1 0.000
C -2.6694 3.4912 1.9135 1.4 -0.7 0.3 0.001
C -1.8683 4.8019 1.8308 -1.0 -1.5 -0.5 0.001
O -2.7691 5.7499 2.2842 0.1 1.8 0.6 0.001
H -2.0721 2.6708 1.5156 -0.1 -0.3 -0.2 0.000
H -3.6360 3.5013 1.4097 0.1 0.3 -0.2 0.000
H -2.8425 3.2889 2.9705 -0.1 0.0 0.1 0.000
H -1.4960 4.9711 0.8204 -0.3 0.2 -0.2 0.000
H -0.9683 4.7826 2.4454 -0.3 0.0 0.4 0.000
H -3.6410 5.5879 1.9166 0.1 0.0 -0.1 0.000
C 0.7656 2.5125 4.1200 0.3 1.2 0.9 0.000
C 2.0564 3.3008 4.4558 -0.1 -0.8 -0.7 0.000
O 2.3522 4.1483 3.3362 -0.3 -0.3 -0.1 0.000
H 0.7945 1.9930 3.1622 0.3 0.0 0.1 0.000
H -0.0321 3.2553 4.1205 -0.3 -0.2 -0.2 0.000
H 0.5638 1.8026 4.9221 0.0 -0.1 -0.1 0.000
H 2.8406 2.5550 4.5860 0.3 0.2 0.1 0.000
H 1.9989 3.9359 5.3398 -0.4 -0.3 0.2 0.000
H 3.2467 4.4904 3.4017 0.1 0.0 0.1 0.000
C -4.4856 0.2863 3.3140 -0.5 -0.8 0.6 0.077
C -3.6874 -0.2157 2.0720 0.6 1.4 -0.3 0.113
O -2.3258 -0.3533 2.4078 -2.1 -1.2 1.7 0.718
H -4.4243 -0.4384 4.1259 0.3 0.1 0.0 0.000
H -5.5531 0.3142 3.0956 0.1 -0.1 -0.6 0.007
H -4.2270 1.2759 3.6907 0.5 -0.1 -0.4 0.003
H -3.7751 0.4158 1.1879 0.0 0.2 0.1 0.000
H -3.9658 -1.2207 1.7551 -0.4 -0.7 0.4 0.060
H -1.7392 0.1569 1.8447 2.2 1.6 -1.8 0.010
C 0.2185 -3.3300 -3.5459 -0.3 0.5 -0.1 0.000
C 1.6615 -3.3731 -3.9454 -0.6 -0.9 -1.2 0.000
O 2.2887 -2.1849 -3.5435 0.5 0.3 0.8 0.000
H -0.2074 -2.4116 -3.9498 -0.1 0.3 0.2 0.000
H 0.0887 -3.3443 -2.4638 -0.2 -0.2 -0.1 0.000
H -0.3369 -4.1116 -4.0644 0.1 -0.3 0.4 0.000
H 1.6349 -3.4342 -5.0334 0.4 0.0 -0.2 0.000
H 2.1373 -4.2863 -3.5878 0.3 0.1 0.3 0.000
H 3.2207 -2.1727 -3.7734 0.1 -0.1 -0.3 0.000
```
Forces are in eV/Å.

As for the energy above the lowest of the compared OMol25 structures with the same formula, charge and spin: 227.0 kJ/mol. As for the charge: +1. Its spin multiplicity is 2. As for the expectation value of S²: 0.75.

Here is the molecule C3H6N2S2 in a non-equilibrium geometry from the Open Molecules 2025 dataset. Energies are from ωB97M-V with the def2-TZVPD basis set.

```
13
Properties=species:S:1:pos:R:3:forces:R:3:mulliken_charge:R:1
C 2.2889 0.1989 -0.1168 -1.2 -0.9 2.3 0.421
C 1.1411 -0.2277 0.9160 0.8 0.6 -1.5 -0.746
C -2.7882 -0.2047 -0.2828 -1.2 1.3 -1.0 -0.608
N 1.8749 1.0293 -0.9553 0.4 1.7 -2.3 -0.568
N -1.5443 -0.3576 0.3643 1.0 -1.2 0.5 -0.240
S 3.7902 -0.5632 0.0332 0.1 0.0 0.0 -0.215
S -0.3951 0.6766 0.4449 0.8 0.3 -0.4 0.157
H 1.2175 -1.2877 0.7776 -1.2 -0.8 0.2 0.387
H 1.3287 0.0092 1.9339 0.5 0.3 0.8 0.389
H -2.7101 -0.6206 -1.3207 -0.2 0.0 0.9 0.246
H -3.5289 -0.7248 0.3166 -0.1 -0.5 -0.3 0.265
H -3.2425 0.8206 -0.4008 0.9 -0.4 0.1 0.264
H 2.5677 1.2516 -1.7102 -0.6 -0.3 0.8 0.249
```
Forces are in eV/Å.

As for the energy above the lowest of the compared OMol25 structures with the same formula, charge and spin: 397.7 kJ/mol. As for the charge: 0. Its spin multiplicity is 1.

Here is the molecule C3H6N2OS2 in a non-equilibrium geometry from the Open Molecules 2025 dataset. Energies are from ωB97M-V with the def2-TZVPD basis set.

```
14
Properties=species:S:1:pos:R:3:forces:R:3:mulliken_charge:R:1
C -1.2909 0.6139 -0.0074 -2.2 0.7 -2.5 -0.568
C -0.0547 -0.2180 -0.1461 -0.9 -4.4 1.6 0.584
C 2.4296 0.1025 -0.2033 1.3 1.3 0.4 -0.092
H -1.1998 2.3254 0.9305 1.6 -0.9 -3.6 0.356
H -2.0801 0.4596 -0.9283 2.2 0.3 1.7 0.247
H -2.0175 0.3931 0.8292 1.5 -0.2 -0.4 0.390
H 0.9864 1.4018 -0.2165 -0.2 1.1 -0.2 0.241
H 3.1428 0.9819 -0.2256 -1.3 -0.6 -0.3 0.242
H -1.5514 -3.5227 0.2361 0.4 2.5 -0.5 0.174
N 1.1334 0.4233 -0.2421 -0.2 1.7 -0.3 -0.068
N -0.1002 -1.5195 0.0216 0.3 1.3 -0.9 -0.407
O -0.8194 1.9544 -0.0026 -2.6 2.0 4.1 -0.595
S 3.0921 -1.2990 0.0575 1.0 -2.3 0.1 -0.287
S -1.6702 -2.0965 -0.1030 -0.8 -2.6 0.7 -0.218
```
Forces are in eV/Å.

As for the SMILES: OC/C(=N\S)NC=S. As for the energy above the lowest of the compared OMol25 structures with the same formula, charge and spin: 334.6 kJ/mol. As for the charge: 0. Its spin multiplicity is 1.

Here is the molecule C7H13N in a non-equilibrium geometry from the Open Molecules 2025 dataset. Energies are from ωB97M-V with the def2-TZVPD basis set.

```
21
Properties=species:S:1:pos:R:3:forces:R:3:mulliken_charge:R:1
C -0.2444 2.1712 -0.8384 0.9 2.6 1.6 -0.923
C -0.2357 0.8062 -1.4419 -2.1 -0.1 1.5 -0.854
C -0.4733 -0.3448 -0.5169 0.1 -1.9 -0.8 0.427
C -1.4447 -0.9204 0.1634 -0.9 -2.3 0.6 -0.148
N -2.6456 -0.4907 0.5842 -3.6 1.3 0.6 -0.412
C 0.7263 -1.1463 -0.2280 2.3 -0.7 -1.4 -1.108
C 1.4333 -0.3338 0.7531 4.3 -3.3 3.1 0.313
C 2.3348 -0.9095 1.6622 -1.8 3.5 -1.2 -0.999
H 0.7137 2.1876 -0.3196 0.1 0.5 0.4 0.319
H -0.9735 2.5344 0.0225 0.9 -1.1 -2.3 0.211
H -0.0352 2.9466 -1.6338 -0.9 -0.5 0.8 0.357
H 0.7149 0.6510 -1.8492 1.4 -0.2 -0.8 0.343
H -0.9332 0.7766 -2.2288 -1.0 -0.3 -1.2 0.475
H -1.3583 -2.0466 0.4948 0.6 2.5 -0.3 0.159
H -3.2924 0.1563 0.0858 1.2 -0.8 0.7 0.196
H -3.0509 -0.9753 1.3941 0.2 0.5 -1.1 0.202
H 0.6224 -2.1604 0.1026 -0.7 -0.5 0.6 0.439
H 1.4550 -1.3483 -1.0504 -0.5 0.7 -0.2 0.293
H 1.3223 0.6949 0.6123 0.4 1.5 0.2 0.142
H 3.0121 -0.3213 2.3077 -0.7 0.0 -0.4 0.255
H 2.3523 -1.9276 1.9241 -0.1 -1.4 -0.4 0.313
```
Forces are in eV/Å.

As for the SMILES: C=CC/C(=C/N)CC. As for the energy above the lowest of the compared OMol25 structures with the same formula, charge and spin: 334.5 kJ/mol. As for the charge: 0. Its spin multiplicity is 1.